Entry 1:
{"formula": "C9H14SSi", "method": "the ωB97M-V functional and the def2-TZVPD basis", "elements": ["C", "C", "C", "C", "C", "C", "S", "Si", "C", "C", "C", "H", "H", "H", "H", "H", "H", "H", "H", "H", "H", "H", "H", "H", "H"], "xyz": [[-2.3440, 0.0662, 0.3057], [-1.0514, 0.0382, 0.2114], [-0.2404, -0.6718, 1.3779], [0.1973, -0.2915, 2.6511], [0.8574, -1.2579, 3.3899], [0.8262, -2.5191, 2.8359], [0.1264, -2.4099, 1.2283], [0.1095, 0.6176, -1.1817], [-0.2690, -0.5589, -2.6625], [1.9427, 0.5998, -0.7939], [-0.6066, 2.3337, -1.6257], [-2.9823, 0.5183, -0.3801], [-2.8440, -0.3158, 1.1774], [0.1423, 0.7367, 2.8398], [1.3411, -1.0707, 4.3863], [1.2922, -3.4531, 3.1045], [0.3879, -1.3278, -2.9442], [-1.2976, -0.7451, -2.5010], [-0.2759, 0.0040, -3.6138], [2.3369, -0.1095, -1.4811], [2.2893, 1.6236, -1.0272], [2.2586, 0.2025, 0.1371], [-1.2529, 2.2601, -2.5708], [-1.1325, 2.7628, -0.8926], [0.1888, 2.9676, -1.9706]], "forces_ev_per_a": [[-1.0, -0.2, 1.3], [4.1, -1.3, 1.8], [-0.5, -1.4, 0.3], [-0.7, 0.5, -3.2], [0.9, -1.7, 2.1], [-0.1, 1.2, -1.6], [-0.2, 0.9, 0.7], [-1.2, -0.2, -0.8], [0.4, 3.0, -0.3], [-1.0, 1.0, -0.6], [1.4, -2.4, -4.4], [-0.9, 0.8, -1.4], [-0.1, -0.3, 0.3], [-0.1, 1.3, 0.9], [-0.6, -0.1, -1.1], [0.0, 0.1, 0.3], [0.5, -1.7, 0.5], [-1.0, -1.2, 0.0], [0.0, 0.4, 0.4], [0.6, -0.3, -1.0], [0.3, -0.6, 0.4], [0.1, 0.2, 1.2], [0.6, -0.1, 1.4], [-1.9, 1.7, 2.9], [0.5, 0.6, 0.1]], "mulliken_charge": [-0.71, 0.18, -0.10, -0.50, -0.34, -0.39, -0.09, 0.60, -1.26, -1.10, -1.30, 0.39, 0.32, 0.42, 0.31, 0.41, 0.41, 0.33, 0.34, 0.34, 0.30, 0.35, 0.27, 0.43, 0.39], "smiles": "C=C(c1cccs1)[Si](C)(C)C", "lumo_ev": 0.8, "homo_energy_ev": -8.557, "de_lowest_kj_mol": 270.1}


Entry 2:
{"formula": "C9H15Cl", "method": "the ωB97M-V functional and the def2-TZVPD basis", "elements": ["C", "C", "C", "Cl", "C", "C", "C", "H", "H", "H", "H", "H", "H", "H", "H", "H", "H", "H", "C", "C", "C", "H", "H", "H", "H"], "xyz": [[0.3048, -0.9445, 1.3117], [-0.7166, 0.1282, 0.7921], [-0.5245, 0.9629, -0.4662], [-0.8434, 2.7601, -0.1777], [-1.7273, 0.0292, -0.3520], [-1.5551, -1.2895, -1.1252], [-3.1551, 0.5232, -0.2932], [0.7495, -1.3035, 0.4396], [-0.2263, -1.8169, 1.7446], [0.9177, -0.5134, 2.0387], [-1.1374, 0.7497, 1.5108], [0.1554, 0.7633, -1.3246], [-0.4788, -1.4763, -1.1380], [-1.6862, -1.0395, -2.1764], [-2.1935, -1.9713, -0.7074], [-3.7139, 0.5620, 0.7370], [-3.7808, -0.3253, -0.8046], [-3.3215, 1.4555, -0.8471], [3.9071, 0.2896, 1.7325], [3.4221, 0.3006, 0.6319], [2.8849, 0.3056, -0.7859], [4.5364, 0.7410, 2.5165], [3.4922, -0.1198, -1.5472], [1.8574, -0.1146, -0.7651], [2.8327, 1.3438, -0.9446]], "forces_ev_per_a": [[-3.9, 0.2, -0.7], [0.7, -0.6, -0.9], [-0.9, 0.4, 0.0], [0.4, -1.3, -0.6], [1.0, -0.6, 0.5], [2.4, 3.9, -1.5], [-2.5, -1.8, 0.6], [1.5, -0.7, -0.9], [0.1, 0.5, 0.0], [1.3, 0.6, 0.8], [-0.3, 1.0, 1.6], [-0.4, 0.4, 1.1], [-0.2, -1.0, 0.5], [-0.9, -0.5, -0.2], [-1.2, -2.2, 0.6], [1.6, 0.3, -1.6], [0.9, 1.7, 0.6], [0.1, -0.2, 0.3], [1.0, 1.4, 0.5], [-0.1, -0.9, -1.6], [-0.8, -0.4, 2.8], [-0.9, -1.0, -0.5], [0.7, -0.7, -0.2], [0.9, 0.2, -0.3], [-0.5, 1.4, -0.8]], "mulliken_charge": [-1.46, -0.52, -0.14, -0.25, 1.40, -1.93, -1.34, 0.31, 0.31, 0.37, 0.54, 0.35, 0.45, 0.38, 0.55, 0.29, 0.35, 0.33, -0.24, -0.10, -0.42, 0.33, 0.41, -0.22, 0.26], "smiles": "C[C@H]1[C@H](Cl)C1(C)C.C#CC", "lumo_ev": 0.9, "homo_energy_ev": -9.799, "de_lowest_kj_mol": 72.9}


Entry 3:
{"formula": "C9H15Cl3MoN5S", "method": "the ωB97M-V functional and the def2-TZVPD basis", "elements": ["Mo", "C", "C", "N", "C", "C", "N", "C", "C", "N", "H", "H", "H", "H", "H", "H", "H", "H", "H", "H", "H", "H", "H", "H", "H", "S", "C", "N", "Cl", "C", "Cl", "Cl", "C", "N"], "xyz": [[0.1702, -0.3710, 0.2744], [-1.1157, 0.7709, -2.1006], [-1.5725, 1.8203, -1.0885], [-0.8534, 1.5853, 0.1923], [-1.7292, 1.6961, 1.3872], [-2.6665, 0.4906, 1.4344], [-1.8761, -0.7344, 1.1647], [-2.5206, -1.6778, 0.2246], [-2.4797, -1.1071, -1.1947], [-1.1158, -0.5679, -1.4591], [-1.7590, 0.8106, -2.9886], [-0.0806, 0.9885, -2.4219], [-1.3732, 2.8164, -1.4977], [-2.6540, 1.7753, -0.9311], [-0.1644, 2.3420, 0.2760], [-1.0884, 1.7173, 2.2824], [-2.3262, 2.6178, 1.3686], [-3.1505, 0.4440, 2.4147], [-3.4707, 0.5833, 0.6993], [-1.7579, -1.2359, 2.0563], [-1.9698, -2.6278, 0.2677], [-3.5598, -1.8790, 0.5101], [-2.7435, -1.9007, -1.9011], [-3.2262, -0.3225, -1.3313], [-0.6743, -1.2013, -2.1366], [2.9445, -3.8484, -0.8630], [1.9906, -2.6926, -0.5014], [1.2209, -1.7969, -0.1724], [3.1077, -0.4791, 4.6175], [2.6459, 1.0594, 3.8014], [1.3104, 1.9062, 4.7173], [4.0326, 2.1350, 3.5043], [1.9069, 0.6863, 2.6500], [1.1929, 0.3350, 1.7915]], "forces_ev_per_a": [[-1.3, -1.1, -1.7], [0.0, 0.7, -0.3], [-0.3, -0.2, -1.0], [0.7, 0.7, -0.2], [-0.6, -0.1, 0.8], [0.0, 0.9, 0.1], [1.2, -1.0, 0.5], [-0.4, -0.4, -0.7], [-0.5, -0.4, 0.4], [-0.2, 0.0, -0.7], [0.2, -0.1, 0.1], [-0.3, -0.1, 0.0], [0.1, -0.1, 0.2], [0.2, 0.0, 0.1], [-0.1, -0.2, 0.0], [-0.2, 0.0, -0.3], [0.3, -0.1, -0.1], [0.1, -0.1, -0.1], [0.2, -0.1, 0.0], [0.0, 0.2, -0.3], [-0.1, 0.2, 0.0], [0.2, 0.0, 0.1], [0.1, 0.2, 0.0], [0.1, 0.0, 0.0], [0.0, 0.2, 0.3], [-1.2, 1.5, 0.4], [2.6, -3.1, -1.0], [-1.8, 1.8, 0.9], [-0.2, 0.9, -0.5], [0.9, 0.6, 2.1], [0.7, -0.3, -0.2], [-0.9, -0.7, 0.0], [-1.8, -0.9, -2.6], [2.2, 1.3, 3.3]], "mulliken_charge": [1.57, -0.66, -0.67, -0.18, -0.48, -0.68, -0.09, -0.65, -0.68, -0.17, 0.43, 0.34, 0.43, 0.25, 0.43, 0.19, 0.44, 0.45, 0.30, 0.37, 0.38, 0.43, 0.46, 0.27, 0.45, 0.05, 0.66, -0.78, -0.01, 0.76, -0.04, 0.01, -0.12, -0.47], "total_charge": 3, "lumo_ev": [-13.0, -13.0], "homo_energy_ev": [-19.798, -19.831]}


Entry 4:
{"formula": "C9H15CuSe2", "method": "the ωB97M-V functional and the def2-TZVPD basis", "elements": ["Cu", "C", "C", "C", "C", "C", "H", "H", "H", "H", "H", "C", "Se", "C", "C", "Se", "C", "H", "H", "H", "H", "H", "H", "H", "H", "H", "H"], "xyz": [[1.2045, 0.4761, -0.4743], [2.6693, 2.1310, -0.6330], [3.0458, 1.3528, 0.4920], [1.9878, 1.3974, 1.4316], [0.9503, 2.2009, 0.8896], [1.3729, 2.6582, -0.3879], [3.2766, 2.3228, -1.5035], [3.9902, 0.8475, 0.6236], [1.9872, 0.9364, 2.4078], [0.0262, 2.4645, 1.3812], [0.8209, 3.3169, -1.0397], [-3.9569, 0.2561, -0.9327], [-2.1826, 0.8948, -0.4430], [-1.6831, -0.6776, 0.5966], [-1.2614, -1.8496, -0.2680], [0.4521, -1.5733, -1.1944], [1.5234, -2.7256, -0.0448], [-4.5628, 0.1062, -0.0420], [-3.8986, -0.6635, -1.5107], [-4.4106, 1.0287, -1.5492], [-2.5405, -0.9495, 1.2148], [-0.8723, -0.3598, 1.2523], [-1.9959, -2.0558, -1.0445], [-1.1356, -2.7607, 0.3194], [1.2080, -3.7589, -0.1659], [1.4288, -2.4029, 0.9884], [2.5565, -2.6131, -0.3636]], "forces_ev_per_a": [[0.1, 0.0, 0.0], [-0.1, 0.0, 0.0], [0.0, 0.0, 0.0], [0.0, 0.0, 0.1], [0.0, 0.0, 0.0], [0.0, 0.0, 0.0], [0.0, 0.0, 0.0], [0.0, 0.0, 0.0], [0.0, 0.0, 0.0], [0.0, 0.0, 0.0], [0.0, 0.0, 0.0], [0.0, 0.0, 0.0], [0.0, 0.0, 0.0], [0.0, 0.0, 0.0], [0.0, 0.0, 0.0], [-0.1, 0.0, 0.0], [0.0, 0.0, 0.0], [0.0, 0.0, 0.0], [0.0, 0.0, 0.0], [0.0, 0.0, 0.0], [0.0, 0.0, 0.0], [0.0, 0.0, 0.0], [0.0, 0.0, 0.0], [0.0, 0.0, 0.0], [0.0, 0.0, 0.0], [0.0, 0.0, 0.0], [0.0, 0.0, 0.0]], "mulliken_charge": [-0.12, -0.59, -0.58, -0.43, -0.60, -0.42, 0.48, 0.48, 0.45, 0.57, 0.42, -1.00, 0.16, -0.90, -0.60, 0.26, -0.97, 0.29, 0.29, 0.31, 0.46, 0.33, 0.33, 0.39, 0.33, 0.31, 0.34], "lumo_ev": 0.4, "homo_energy_ev": -7.350, "de_lowest_kj_mol": 0.0}


Entry 5:
{"formula": "C9H15N2", "method": "the ωB97M-V functional and the def2-TZVPD basis", "elements": ["C", "C", "C", "C", "C", "C", "C", "C", "C", "N", "N", "H", "H", "H", "H", "H", "H", "H", "H", "H", "H", "H", "H", "H", "H", "H"], "xyz": [[-0.4439, 0.0448, 0.2934], [1.5370, -0.7837, -0.7206], [2.3546, -1.7236, -0.3220], [-1.6061, -0.5686, 0.0090], [1.3984, 1.4195, -1.1595], [0.2367, 1.0856, -1.9086], [-0.1940, 0.9608, 1.4726], [0.5671, 0.1337, -0.8177], [-1.9511, -1.4874, -1.1683], [-0.8524, 0.5542, 2.6438], [1.2796, 0.9672, 1.6401], [3.2432, -1.5998, 0.2642], [1.9260, -2.6851, -0.8369], [-2.3841, -0.2460, 0.6632], [2.3501, 1.2427, -1.4856], [1.3783, 2.2147, -0.5032], [-0.7435, 1.7336, -1.7392], [0.3814, 0.6595, -2.8340], [-0.3890, 2.0690, 1.2201], [-2.3656, -2.4840, -0.6600], [-0.9971, -1.6057, -1.6859], [-2.7811, -1.1265, -1.8071], [-0.6639, -0.3949, 2.8549], [-1.8416, 0.5391, 2.7589], [1.4081, 0.1375, 2.1801], [1.5693, 1.6605, 2.3372]], "forces_ev_per_a": [[-1.0, 0.5, -1.4], [1.8, -1.3, 0.6], [-2.7, -0.2, -2.4], [0.3, 0.6, -0.3], [-0.7, 1.0, -0.4], [-2.1, 2.1, -0.3], [0.7, 2.0, -1.2], [-1.4, -1.4, 2.1], [-0.5, -0.8, 2.3], [-0.2, 0.2, 1.7], [-0.2, 0.1, 1.1], [0.3, -0.2, 0.1], [1.3, 1.3, 1.2], [-0.8, -0.6, 0.7], [2.2, -0.6, -1.2], [-0.3, 1.1, 1.7], [2.3, -1.8, -0.3], [0.0, -0.5, -2.2], [-0.5, -1.6, 0.3], [1.2, 1.9, -1.4], [-0.6, -0.6, -0.5], [0.7, 0.0, 0.3], [0.9, -1.1, 0.2], [-0.9, 1.1, -0.6], [0.7, -1.1, 0.3], [-0.4, 0.2, -0.4]], "mulliken_charge": [0.47, -0.14, -0.76, -0.45, -1.00, -0.05, -0.14, 0.98, -1.10, -0.62, -0.56, 0.35, 0.25, 0.38, 0.39, 0.21, 0.25, 0.29, 0.25, 0.32, 0.31, 0.32, 0.26, 0.29, 0.24, 0.27], "total_charge": 1, "lumo_ev": -4.7, "homo_energy_ev": -12.790, "de_lowest_kj_mol": 528.5}


Entry 6:
{"formula": "C9H15N2O", "method": "the ωB97M-V functional and the def2-TZVPD basis", "elements": ["C", "C", "C", "C", "C", "N", "C", "O", "C", "C", "N", "C", "H", "H", "H", "H", "H", "H", "H", "H", "H", "H", "H", "H", "H", "H", "H"], "xyz": [[3.0711, -0.4384, -0.2226], [1.9989, -1.5421, -0.4160], [0.6798, -0.9340, -0.0547], [-0.2836, -1.3970, 0.7426], [-1.5495, -0.4853, 0.6118], [-2.0602, 0.0016, 1.9139], [-2.6395, -0.9718, -0.4176], [-3.5636, -1.7104, -0.2756], [-2.2046, 0.0337, -1.4390], [-1.2078, 0.5868, -0.3816], [-1.6568, 1.9752, 0.0617], [0.2701, 0.3566, -0.7910], [3.3555, 0.0123, -1.1060], [3.8260, -1.0862, 0.0840], [2.8619, 0.2579, 0.5154], [2.3855, -2.4127, 0.0833], [1.9072, -1.7681, -1.4936], [-0.4225, -2.3750, 1.3268], [-1.4866, -0.3851, 2.7176], [-3.0507, -0.2642, 1.9732], [-2.0183, 1.0156, 1.8495], [-1.6267, -0.4966, -2.2982], [-2.8690, 0.8315, -1.5929], [-1.7535, 2.6796, -0.5952], [-0.9171, 2.3552, 0.5613], [0.9944, 1.2492, -0.6315], [0.2885, 0.0308, -1.9406]], "forces_ev_per_a": [[-0.8, -2.6, -0.3], [-0.6, 1.8, -0.9], [-0.1, -0.3, 0.0], [-2.3, -0.3, 0.6], [1.2, -2.0, 0.2], [0.1, -1.2, 0.8], [-1.0, -0.1, 1.4], [0.3, 0.1, -0.1], [2.9, -1.7, -0.3], [0.8, 2.6, -1.6], [0.0, -3.7, 1.1], [1.0, -0.2, -1.5], [0.5, 1.1, -1.8], [2.2, -0.1, 0.7], [-0.5, 1.2, 1.5], [-0.9, -0.5, 0.4], [0.2, -0.1, 0.3], [0.7, 1.5, -1.1], [-1.0, 0.6, -1.0], [0.2, 0.0, 0.5], [-0.1, 0.7, 0.2], [-1.5, 1.3, 1.0], [-1.4, 0.4, -1.2], [-0.8, 1.0, -2.4], [1.8, 0.8, 1.7], [-1.2, -1.6, -0.3], [0.2, 1.2, 2.3]], "mulliken_charge": [-1.34, -0.53, 0.47, -1.12, 0.09, 0.07, 0.06, -0.50, -0.91, 1.45, -0.88, -1.17, 0.30, 0.46, 0.42, 0.43, 0.33, 0.40, 0.42, 0.39, 0.41, 0.32, 0.41, 0.25, 0.24, 0.33, 0.18], "smiles": "CCC1=C[C@]2([NH3+])C(=O)C[C@]2(N)C1", "total_charge": 1, "lumo_ev": -3.3, "homo_energy_ev": -13.252, "de_lowest_kj_mol": 277.9}


| no. | DFT total energy (hartree) |
| --- | --- |
| 1 | -1038.9656 |
| 2 | -811.9621 |
| 3 | -2471.5648 |
| 4 | -6795.2274 |
| 5 | -460.9985 |
| 6 | -536.3594 |